Entry from the OMol25 dataset: a cluster of 2 separate species, C4H8NO3 in total (ωB97M-V with the def2-TZVPD basis set).

Last column: natural (NBO) charge in e.
Positions of all 16 atoms, in Å:
1 O -2.002 -1.935 -2.823  -0.755
2 C -1.575 -1.842 -1.720  0.262
3 O -0.581 -2.605 -1.282  -0.833
4 C -0.363 1.374 1.728  0.136
5 C -0.189 0.081 0.992  -0.588
6 C 0.525 0.392 -0.428  -0.057
7 O 1.776 1.027 -0.163  -0.769
8 N 0.230 2.529 1.731  -0.665
9 H -0.133 -3.289 -1.914  0.363
10 H -1.345 1.661 2.147  0.165
11 H 0.133 -0.593 1.783  0.237
12 H -0.909 -0.679 0.841  0.292
13 H 0.114 1.262 -1.024  0.191
14 H 0.610 -0.411 -1.147  0.217
15 H 2.544 0.373 -0.029  0.458
16 H 1.164 2.655 1.308  0.346

Atoms 1-2, force components in eV/Å:
-0.56 -0.78 -2.95
-1.28 2.08 2.22

Output
Total charge: -1
Energy relative to the best compared isomer or geometry (same formula, charge and spin): 586.6 kJ/mol
HOMO energy: -0.0728 Eh
Frontier orbital gap: 5.427 eV
LUMO level: 3.45 eV